[1]
C15H21As2MoN2O2Se as an isolated structure. Source: the OMol25 dataset; level of theory: ωB97M-V/def2-TZVPD.

## Properties
- Charge: +3
- LUMO energy: -12.76 eV
- ΔE to the lowest compared entry with this formula, charge and spin: 0.00 kcal per mole
- E: -7784.3217 hartree
- Max |F|: 0.3 eV/Å
- Orbital gap: 5.95 eV
- HOMO: -18.71 eV

Geometry (Å):
Mo (-0.2145, -0.2399, 0.7720)
C (-0.4024, -0.0641, -3.1036)
As (-1.5120, -0.3208, -1.5512)
C (-2.6601, -1.8538, -1.8023)
C (-2.6940, 1.2025, -1.4392)
C (-3.1359, 1.7992, -2.6117)
C (-4.0464, 2.8503, -2.5495)
C (-4.5167, 3.3011, -1.3249)
C (-4.0787, 2.7086, -0.1455)
C (-3.1677, 1.6633, -0.2085)
As (-2.5275, 0.8484, 1.3973)
C (-2.2676, 2.1691, 2.7843)
C (-3.7600, -0.4775, 2.0707)
H (-1.0037, -0.2848, -3.9856)
H (0.4341, -0.7550, -3.0621)
H (-0.0687, 0.9717, -3.1233)
H (-3.4266, -1.5404, -2.5120)
H (-3.1380, -2.1411, -0.8685)
H (-2.0811, -2.6758, -2.2107)
H (-2.7833, 1.4650, -3.5798)
H (-4.3836, 3.3177, -3.4651)
H (-5.2204, 4.1217, -1.2814)
H (-4.4483, 3.0781, 0.8034)
H (-3.2581, 2.4884, 3.1112)
H (-1.7115, 3.0134, 2.3838)
H (-1.7441, 1.7243, 3.6293)
H (-4.7145, 0.0236, 2.2375)
H (-3.3883, -0.8733, 3.0148)
H (-3.8994, -1.2771, 1.3474)
C (1.3140, -5.3302, -1.4490)
N (1.1555, -4.2980, -0.3976)
C (1.5689, -4.5010, 0.8519)
C (1.4609, -3.5504, 1.8632)
C (0.8959, -2.3834, 1.4506)
O (0.6838, -1.2365, 2.1269)
N (0.4429, -2.1483, 0.1978)
C (0.5703, -3.0830, -0.8144)
O (0.1915, -2.8982, -1.9397)
H (1.7461, -6.2179, -0.9981)
H (1.9665, -4.9457, -2.2287)
H (0.3401, -5.5586, -1.8727)
H (2.0171, -5.4678, 1.0499)
H (1.8217, -3.7230, 2.8655)
Se (0.9024, 1.4744, 0.1030)

[2]
C15H21ClF5O2P2Ru as an isolated structure in a non-equilibrium geometry. Source: the OMol25 dataset; level of theory: ωB97M-V/def2-TZVPD.

## Properties
- Charge: +2
- LUMO energy (alpha / beta): -6.85 / -11.24 eV
- ΔE to the lowest compared entry with this formula, charge and spin: 0.00 kcal per mole
- E: -2470.9952 hartree
- Multiplicity: 6
- Max |F|: 8.3 eV/Å
- Orbital gap (alpha / beta): 7.44 / 4.69 eV
- HOMO (alpha / beta): -14.29 / -15.93 eV

Geometry (Å):
C (-1.6599, 2.9513, -5.4674)
C (-1.2587, 2.1353, -4.2889)
H (-2.5867, 2.5444, -5.8716)
H (-0.8800, 2.9014, -6.2354)
H (-1.8150, 3.9948, -5.1712)
O (-1.7831, 1.1148, -3.8942)
Cl (0.1531, 2.8579, -3.4471)
Ru (0.0762, -0.3922, 0.6306)
P (0.9521, -1.1986, -1.2351)
C (0.4981, -2.9475, -1.5011)
C (0.6925, -0.4735, -2.8625)
H (1.2383, -1.0394, -3.6299)
H (3.2407, -1.8388, -1.6531)
H (1.0417, 0.5652, -2.8498)
H (3.0875, -0.1031, -1.2282)
H (-0.4568, -2.9923, -2.0410)
H (-0.3787, -0.4617, -3.0928)
C (2.7484, -1.1179, -0.9926)
H (1.2809, -3.4429, -2.0864)
H (2.9852, -1.3464, 0.0518)
H (0.3879, -3.4521, -0.5351)
P (-1.1415, 1.4432, 0.8703)
C (-2.6768, 1.0818, 1.7912)
C (-0.1623, 2.5096, 1.9694)
H (-0.7988, 2.7342, -1.1145)
H (-2.1608, 3.3875, -0.1455)
H (-2.3653, 1.9072, -1.1506)
C (-1.6747, 2.4720, -0.5103)
H (0.5650, 3.0721, 1.3739)
H (-0.8249, 3.2012, 2.5006)
H (-2.9724, 1.9654, 2.3683)
H (-2.5034, 0.2426, 2.4747)
H (0.3720, 1.8838, 2.6940)
H (-3.4703, 0.8118, 1.0832)
C (-1.4072, -1.4790, 0.5120)
O (-2.3588, -2.1529, 0.4139)
F (-0.5725, 0.0909, 3.8638)
C (0.4237, -0.8327, 3.6895)
C (0.7612, -1.3223, 2.4230)
C (1.6606, -2.3918, 2.4049)
F (1.9400, -3.0742, 1.2537)
C (2.2840, -2.8706, 3.5541)
F (3.1837, -3.8736, 3.4797)
C (1.9816, -2.3052, 4.7875)
F (2.6131, -2.7190, 5.8993)
C (1.0312, -1.2895, 4.8594)
F (0.7100, -0.7515, 6.0550)

[3]
C15H21ClN2O3S as an isolated structure in a non-equilibrium geometry. Source: the OMol25 dataset; level of theory: ωB97M-V/def2-TZVPD.

## Properties
- LUMO energy: -0.12 eV
- ΔE to the lowest compared entry with this formula, charge and spin: 324.81 kcal per mole
- E: -1777.3104 hartree
- Max |F|: 15.2 eV/Å
- Orbital gap: 8.72 eV
- HOMO: -8.85 eV

Geometry (Å):
O (0.5213, -0.0432, -1.1398)
C (-0.0236, 0.2454, -0.2303)
N (-1.3654, 0.2809, -0.2295)
C (-2.2423, 0.5559, 0.9383)
C (-3.7905, 0.3450, 0.6585)
H (-4.1979, 1.0168, 0.0008)
C (-4.4706, -1.0236, 0.9006)
C (-4.3365, -1.4838, -0.7853)
C (-2.9460, -1.6144, -1.2903)
C (-2.1540, -0.3401, -1.4059)
H (-2.9614, 0.6545, -1.7382)
H (-1.5081, -0.3078, -2.2458)
H (-2.9083, -2.3342, -2.2706)
H (-2.2736, -2.1643, -0.4813)
H (-4.7892, -2.5090, -0.7650)
H (-4.9676, -0.9191, -1.2259)
H (-3.8088, -1.6990, 1.4899)
H (-5.4645, -0.9248, 1.1279)
H (-4.1208, 1.1156, 1.6361)
H (-2.0543, -0.0059, 1.9304)
H (-2.0806, 1.6168, 1.1299)
C (0.4445, 0.8812, 1.1429)
H (-0.0156, 0.8544, 1.9654)
C (0.9080, 2.2960, 0.8755)
N (1.7553, 2.5821, -0.7341)
S (3.4913, 2.2606, -0.3650)
O (3.8103, 2.6895, 0.8672)
O (4.0077, 2.8501, -1.6221)
C (3.6300, 0.4374, -0.0979)
C (4.1487, -0.0887, 1.0745)
C (4.3177, -1.3042, 1.0782)
C (4.0503, -2.2548, -0.0996)
C (3.7150, -1.6613, -1.1734)
C (3.4770, -0.4625, -1.3315)
H (3.1627, 0.0423, -2.2393)
H (3.5594, -2.1500, -1.9994)
Cl (4.3336, -3.9260, 0.0071)
H (4.6238, -1.8259, 2.3308)
H (4.2597, 0.6673, 1.8472)
H (1.2954, 2.0119, -1.1879)
H (1.6643, 2.5567, 1.6784)
H (-0.0647, 2.9411, 0.8471)
H (1.3682, 0.1412, 1.1313)

[4]
C15H21N3O7Se2Ti as an isolated structure. Source: the OMol25 dataset; level of theory: ωB97M-V/def2-TZVPD.

## Properties
- Charge: +1
- LUMO energy (alpha / beta): -4.06 / -4.27 eV
- E: -6927.4308 hartree
- Multiplicity: 2
- Max |F|: 0.6 eV/Å
- Orbital gap (alpha / beta): 5.89 / 7.91 eV
- HOMO (alpha / beta): -9.95 / -12.19 eV

Geometry (Å):
Ti (0.1365, -0.1966, -0.1179)
O (1.9301, 1.3090, 3.4091)
C (1.2065, 1.0890, 2.3148)
O (1.0610, -0.0795, 1.8536)
C (0.6058, 2.1799, 1.6549)
C (0.6218, 3.5288, 2.0744)
C (-0.1391, 4.4469, 1.4169)
C (-0.9885, 4.0042, 0.3614)
C (-0.9461, 2.6989, -0.0177)
N (-0.1081, 1.7830, 0.5448)
C (-1.8642, 2.0303, -0.9712)
O (-2.6835, 2.7157, -1.7460)
O (-1.8760, 0.8144, -0.9944)
H (2.2489, 0.4578, 3.7454)
H (1.2228, 3.8084, 2.9291)
H (-0.1483, 5.4829, 1.7219)
H (-1.6853, 4.6951, -0.0948)
H (-2.5332, 3.6683, -1.6651)
N (2.3123, 0.6052, -0.4202)
C (2.3716, 1.4362, -1.6297)
C (1.4137, 0.8434, -2.6342)
O (1.4412, 1.1031, -3.8137)
N (0.5192, -0.0262, -2.0428)
C (-0.3497, -0.7216, -2.9781)
C (-1.1478, -1.7191, -2.1848)
O (-1.9094, -2.5332, -2.6162)
O (-0.9015, -1.5918, -0.8632)
H (2.6960, 1.1013, 0.3767)
H (2.8885, -0.2214, -0.5438)
H (3.3661, 1.5124, -2.0664)
H (2.0349, 2.4428, -1.3748)
H (0.2217, -1.2215, -3.7622)
H (-1.0456, -0.0471, -3.4824)
C (-3.1421, -1.7739, 1.0427)
Se (-1.6469, -0.9277, 1.9213)
C (-0.6806, -2.5290, 2.4763)
C (-0.0427, -3.3561, 1.3786)
Se (1.5293, -2.5466, 0.5364)
C (1.5126, -3.6768, -1.0319)
H (-3.7094, -2.3344, 1.7815)
H (-2.7861, -2.4029, 0.2330)
H (-3.7580, -0.9759, 0.6351)
H (-1.4145, -3.1442, 2.9979)
H (0.0418, -2.1919, 3.2168)
H (-0.7372, -3.5516, 0.5639)
H (0.2997, -4.3035, 1.7945)
H (1.2929, -4.6929, -0.7130)
H (2.5053, -3.6449, -1.4727)
H (0.7640, -3.3466, -1.7440)

[5]
One molecule with the formula C15H21NO in a non-equilibrium geometry. Source: the OMol25 dataset; level of theory: ωB97M-V/def2-TZVPD.

## Properties
- LUMO energy: 0.72 eV
- ΔE to the lowest compared entry with this formula, charge and spin: 74.14 kcal per mole
- E: -714.0838 hartree
- Max |F|: 3.8 eV/Å
- Structure (SMILES): CCC(C)(C)C(=O)NC1(c2ccccc2)CC1
- Orbital gap: 9.68 eV
- HOMO: -8.97 eV

Geometry (Å):
C (1.9379, -2.7078, 2.1026)
C (1.0250, -1.9342, 1.1414)
C (1.6219, -1.4361, -0.2307)
C (3.0109, -0.7587, -0.0395)
C (1.9389, -2.7312, -1.2253)
C (0.6053, -0.5170, -0.8700)
O (-0.0413, -0.7750, -1.8453)
N (0.4529, 0.6861, -0.1881)
C (-0.3751, 1.8156, -0.5173)
C (-1.8373, 1.6671, -0.1765)
C (-2.6412, 0.9879, -1.1083)
C (-3.8532, 0.4041, -0.5600)
C (-4.2053, 0.7137, 0.7578)
C (-3.4426, 1.5671, 1.5512)
C (-2.2578, 1.9648, 1.0552)
C (0.1915, 3.2302, -0.6473)
C (-0.1732, 2.4280, -1.9303)
H (2.6556, -3.2457, 1.4876)
H (2.4091, -2.0773, 2.8409)
H (1.3218, -3.4167, 2.5796)
H (0.0372, -2.5304, 1.0519)
H (0.7892, -1.1318, 1.7906)
H (3.0547, 0.0950, 0.5856)
H (3.8122, -1.4294, 0.3020)
H (3.3639, -0.3786, -0.9837)
H (1.1495, -2.9889, -1.9616)
H (2.8970, -2.4067, -1.5663)
H (2.1573, -3.5391, -0.5519)
H (0.8204, 0.7222, 0.7374)
H (-2.0797, 0.7633, -1.9676)
H (-4.2989, -0.3836, -1.0666)
H (-4.9920, 0.1686, 1.2631)
H (-3.7271, 1.8681, 2.5401)
H (-1.7499, 2.8171, 1.5152)
H (-0.4650, 4.0541, -0.4036)
H (1.2406, 3.4926, -0.5053)
H (0.6446, 2.0608, -2.5338)
H (-0.9975, 2.8818, -2.4234)